C33H56KN5OP2 | ωB97M-V/def2-TZVPD

XYZ file:
```
98
Properties=species:S:1:pos:R:3:lowdin_charge:R:1
K -1.53 0.41 0.55 0.57
N -2.20 5.18 1.19 0.10
C -2.08 4.97 2.52 -0.10
C -2.30 3.64 2.72 -0.14
N -2.51 3.03 1.52 0.08
C -2.52 3.97 0.62 -0.29
C -2.55 3.72 -0.81 -0.28
N -2.25 2.59 -1.37 0.09
C -2.24 2.78 -2.69 -0.14
C -2.57 4.06 -2.98 -0.08
N -2.84 4.64 -1.77 0.11
H -2.00 5.97 0.53 0.19
H -1.93 5.84 3.13 0.11
H -2.27 3.07 3.65 0.11
H -2.03 1.99 -3.34 0.09
H -2.51 4.58 -3.89 0.10
H -3.30 5.52 -1.68 0.15
C 2.23 1.49 4.82 -0.09
C 1.37 0.54 3.99 -0.63
C 1.40 -0.83 4.60 -0.10
C -0.08 1.11 4.09 -0.10
P 1.79 0.41 2.20 0.76
N 0.67 -0.36 1.47 -0.40
C 2.15 2.16 1.45 -0.59
C 1.02 3.11 1.83 -0.12
C 2.01 2.00 -0.05 -0.12
C 3.47 2.83 1.78 -0.08
C 3.46 -0.54 2.10 -0.61
C 4.01 -0.35 0.70 -0.11
C 3.13 -2.04 2.30 -0.10
C 4.60 -0.13 3.01 -0.09
H 1.91 1.54 5.87 0.08
H 2.20 2.56 4.37 0.10
H 3.24 1.12 4.96 0.05
H 0.96 -0.82 5.63 0.10
H 2.38 -1.28 4.73 0.06
H 0.77 -1.47 4.04 0.06
H -0.43 0.88 5.11 0.08
H -0.70 0.68 3.33 0.03
H 0.02 2.20 4.05 0.05
H 0.07 2.62 1.62 0.04
H 1.09 3.93 1.12 0.07
H 1.01 3.55 2.82 0.07
H 1.06 1.54 -0.36 0.04
H 2.82 1.36 -0.49 0.08
H 2.01 2.97 -0.55 0.08
H 3.91 2.56 2.76 0.07
H 3.27 3.87 1.73 0.06
H 4.22 2.58 1.02 0.07
H 3.22 -0.49 -0.06 0.05
H 4.69 -1.16 0.54 0.08
H 4.45 0.60 0.64 0.04
H 2.06 -2.26 2.18 0.05
H 3.56 -2.37 3.24 0.06
H 3.62 -2.68 1.50 0.09
H 4.81 0.92 2.82 0.06
H 5.35 -0.88 2.72 0.09
H 4.33 -0.23 4.06 0.06
C 1.08 -2.90 -3.54 -0.10
C 0.77 -1.90 -2.44 -0.72
C 1.69 -2.11 -1.28 -0.13
C 0.90 -0.46 -3.03 -0.10
P -0.97 -1.80 -1.80 1.11
C -2.12 -2.04 -3.23 -0.35
C -3.17 -1.10 -3.33 -0.08
C -4.11 -1.27 -4.38 -0.07
C -3.93 -2.30 -5.30 -0.10
C -2.97 -3.27 -5.14 -0.10
C -2.04 -3.11 -4.15 -0.11
C -1.45 -3.31 -0.72 -0.69
C -1.19 -4.73 -1.19 -0.09
C -2.96 -3.13 -0.49 -0.10
C -0.71 -3.12 0.59 -0.14
H 2.13 -2.86 -3.72 0.06
H 0.52 -2.73 -4.52 0.09
H 0.86 -3.97 -3.22 0.08
H 2.68 -1.82 -1.67 0.09
H 1.83 -3.14 -0.98 0.08
H 1.41 -1.48 -0.41 0.04
H 1.82 -0.41 -3.63 0.09
H 0.98 0.24 -2.15 0.07
H 0.08 -0.10 -3.63 0.05
H -3.14 -0.29 -2.63 0.07
H -4.91 -0.64 -4.49 0.07
H -4.64 -2.37 -6.15 0.11
H -2.94 -4.08 -5.84 0.10
H -1.33 -3.97 -4.06 0.11
H -1.66 -4.96 -2.09 0.04
H -1.56 -5.45 -0.44 0.10
H -0.16 -4.90 -1.43 0.06
H -3.49 -3.29 -1.49 0.09
H -3.19 -2.03 -0.24 0.08
H -3.34 -3.80 0.22 0.06
H 0.29 -3.62 0.58 0.08
H -1.24 -3.64 1.38 0.08
H -0.52 -2.06 0.82 -0.02
O -8.43 -0.20 -6.16 0.03
C -8.37 0.91 -6.17 -0.03
```

- DFT total energy (hartree) = -2922.6114
- E_LUMO (eV) = -0.132
- M (Da) = 639.9
- Kohn-Sham gap (eV) = 5.75
- ΔE to the lowest compared entry with this formula, charge and spin (kJ/mol) = 140.8
- net charge = 0
- HOMO energy (Ha) = -0.21608

C33H56O31Rb2 | ωB97M-V/def2-TZVPD

XYZ file:
```
122
Properties=species:S:1:pos:R:3:lowdin_charge:R:1
Rb 0.46 1.12 5.32 0.89
Rb -0.79 4.13 2.14 0.87
C 1.48 -0.18 1.81 -0.05
C 0.48 0.91 1.63 -0.31
C 0.41 1.51 0.16 -0.40
O 0.26 2.70 -0.11 -0.11
C 0.68 0.50 -0.86 -0.02
C 1.41 -0.62 -0.59 -0.35
C 1.96 -0.89 0.78 -0.35
O 2.94 -1.72 1.10 -0.05
O 1.56 -1.40 -1.63 -0.03
O -0.24 1.37 2.59 -0.36
H 1.86 -0.54 2.75 0.08
H 0.41 0.72 -1.88 0.09
C -5.77 2.22 -2.60 -0.08
O -4.59 1.78 -2.13 -0.02
C -4.13 2.00 -0.90 -0.52
O -4.61 2.75 -0.05 0.12
O -3.12 1.10 -0.70 -0.01
C -2.82 0.74 0.64 -0.04
H -5.67 3.31 -2.58 0.09
H -6.66 2.00 -2.02 0.11
H -5.93 2.04 -3.66 0.11
H -2.07 -0.04 0.57 0.08
H -3.64 0.28 1.19 0.11
H -2.32 1.54 1.19 0.05
C -2.24 -7.63 4.14 -0.07
O -1.00 -6.99 3.84 -0.03
C -1.16 -5.66 3.42 -0.45
O -2.19 -4.96 3.69 0.05
O -0.04 -5.19 2.82 -0.01
C 0.17 -3.99 2.17 -0.04
H -2.88 -7.70 3.26 0.09
H -2.78 -7.02 4.86 0.09
H -2.11 -8.68 4.37 0.09
H 1.09 -3.75 1.64 0.11
H 0.04 -3.18 2.88 0.09
H -0.60 -3.92 1.41 0.08
C 2.86 5.64 0.62 -0.03
O 2.73 4.56 1.54 -0.05
C 3.64 3.54 1.64 -0.49
O 4.71 3.44 0.98 0.09
O 3.27 2.67 2.61 -0.04
C 4.07 1.49 2.93 0.01
H 3.72 6.27 0.81 0.10
H 1.99 6.29 0.53 0.09
H 3.01 5.24 -0.39 0.10
H 4.76 1.80 3.72 0.10
H 4.57 1.07 2.07 0.11
H 3.36 0.81 3.42 0.06
C 3.54 2.24 -2.83 0.01
O 4.03 3.48 -3.42 0.01
C 5.04 4.08 -2.82 -0.61
O 5.53 3.75 -1.75 0.08
O 5.36 5.22 -3.47 -0.02
C 6.18 6.24 -2.75 -0.01
H 4.07 1.33 -3.11 0.11
H 2.51 2.15 -3.17 0.08
H 3.41 2.40 -1.76 0.09
H 5.80 6.64 -1.80 0.08
H 6.27 7.02 -3.50 0.09
H 7.18 5.85 -2.56 0.09
C 6.09 -2.30 3.24 -0.05
O 6.20 -3.68 2.91 -0.01
C 7.06 -4.46 3.62 -0.50
O 7.72 -3.99 4.56 0.08
O 7.19 -5.72 3.03 -0.03
C 8.09 -6.69 3.67 -0.03
H 5.95 -2.22 4.31 0.09
H 5.30 -1.77 2.72 0.08
H 7.00 -1.77 2.94 0.10
H 8.10 -7.60 3.06 0.08
H 7.65 -7.06 4.59 0.09
H 9.11 -6.30 3.74 0.09
C -2.89 -0.59 -3.46 -0.09
O -3.03 -1.88 -3.97 -0.02
C -2.32 -2.26 -5.08 -0.50
O -1.22 -1.77 -5.44 0.09
O -2.94 -3.26 -5.69 0.01
C -2.66 -3.66 -6.99 -0.06
H -1.93 -0.36 -2.99 0.09
H -3.78 -0.24 -2.94 0.09
H -2.85 0.18 -4.23 0.09
H -2.66 -2.80 -7.65 0.10
H -3.31 -4.46 -7.34 0.10
H -1.62 -3.96 -7.12 0.10
C -2.06 -2.67 -0.94 -0.03
O -2.24 -4.09 -0.73 -0.05
C -1.09 -4.98 -0.86 -0.47
O 0.05 -4.76 -1.38 0.08
O -1.47 -6.16 -0.44 0.00
C -0.49 -7.11 -0.24 -0.06
H -1.16 -2.52 -1.52 0.09
H -2.00 -2.22 0.06 0.08
H -2.88 -2.25 -1.53 0.07
H 0.13 -7.21 -1.13 0.10
H -1.00 -8.07 -0.12 0.10
H 0.17 -6.96 0.61 0.10
C -4.78 4.96 -4.76 -0.07
O -3.75 4.00 -4.79 -0.03
C -2.78 3.93 -3.81 -0.47
O -2.71 4.71 -2.84 0.09
O -2.01 2.84 -4.10 -0.01
C -0.93 2.43 -3.42 -0.10
H -4.69 5.69 -5.57 0.10
H -4.97 5.42 -3.79 0.09
H -5.72 4.43 -4.90 0.08
H -1.25 2.01 -2.47 0.08
H -0.28 3.29 -3.22 0.11
H -0.37 1.65 -3.92 0.11
C -5.02 5.30 3.85 -0.01
O -4.68 3.91 3.70 0.00
C -5.54 3.01 3.97 -0.62
O -6.79 3.14 3.89 0.10
O -4.90 1.92 4.32 0.02
C -3.46 1.60 4.24 0.02
H -5.92 5.57 4.40 0.10
H -5.47 5.49 2.87 0.10
H -4.20 5.96 4.12 0.10
H -3.00 1.83 3.28 0.06
H -3.55 0.53 4.42 0.11
H -2.91 2.09 5.04 0.08
```

- DFT total energy (hartree) = -3671.4067
- E_LUMO (eV) = -2.039
- M (Da) = 1119.7
- Kohn-Sham gap (eV) = 4.30
- net charge = 0
- HOMO energy (Ha) = -0.23304

C33H57BaN7O7P2Sb | ωB97M-V/def2-TZVPD

XYZ file:
```
108
Properties=species:S:1:pos:R:3:lowdin_charge:R:1
Ba -0.31 1.59 -0.75 1.74
N -1.30 1.13 1.92 -0.10
C -0.97 1.91 3.12 -0.25
C -1.38 3.36 2.91 -0.20
N -0.63 4.03 1.85 -0.17
C -1.38 5.14 1.26 -0.20
C -0.94 5.45 -0.16 -0.25
N -1.25 4.34 -1.07 -0.07
C 0.69 4.47 2.29 -0.18
C 1.85 3.51 2.02 -0.25
N 1.83 3.04 0.63 -0.06
H -1.05 0.15 2.05 0.05
H -2.31 1.14 1.76 0.05
H -1.46 1.54 4.02 0.12
H 0.10 1.83 3.29 0.09
H -2.44 3.36 2.62 0.12
H -1.31 3.90 3.86 0.13
H -2.44 4.85 1.22 0.11
H -1.32 6.05 1.87 0.13
H -1.40 6.40 -0.47 0.12
H 0.14 5.62 -0.18 0.11
H -2.17 4.43 -1.47 0.07
H -0.61 4.34 -1.86 0.05
H 0.93 5.40 1.78 0.12
H 0.68 4.71 3.36 0.13
H 2.77 4.05 2.27 0.12
H 1.82 2.64 2.67 0.09
H 1.72 3.82 -0.01 0.06
H 2.71 2.62 0.37 0.06
N -5.70 -2.98 -1.11 0.23
C -5.33 -1.93 -0.05 -0.25
C -3.82 -1.86 -0.01 -0.11
C -3.23 -1.47 -1.37 -0.37
N -1.92 -0.87 -1.14 0.01
C -4.14 -0.49 -2.15 -0.10
C -5.07 0.32 -1.27 -0.36
N -4.27 1.18 -0.39 0.07
C -5.99 -0.60 -0.44 -0.09
H -5.25 -3.88 -0.90 0.17
H -5.36 -2.66 -2.02 0.14
H -6.71 -3.12 -1.17 0.17
H -5.75 -2.32 0.88 0.15
H -3.39 -2.80 0.35 0.12
H -3.56 -1.08 0.71 0.12
H -3.11 -2.38 -1.99 0.14
H -1.60 -0.62 -2.09 0.02
H -1.28 -1.60 -0.84 0.05
H -4.73 -1.03 -2.91 0.12
H -3.50 0.17 -2.73 0.09
H -5.72 0.92 -1.91 0.14
H -4.85 1.92 -0.01 0.09
H -3.56 1.63 -0.97 0.05
H -6.92 -0.79 -0.98 0.12
H -6.28 -0.09 0.48 0.13
O -2.09 1.96 -5.33 -0.11
P -1.34 1.27 -4.09 0.16
O -1.52 -0.20 -4.08 -0.30
O -1.79 2.00 -2.84 -0.51
O 0.20 1.69 -4.44 -0.26
P 1.38 1.65 -3.33 0.11
O 2.68 1.55 -4.25 -0.09
O 1.32 2.89 -2.48 -0.43
O 1.23 0.39 -2.52 -0.49
H -2.00 1.40 -6.11 0.08
H 2.88 2.41 -4.65 0.09
C 3.75 -3.93 1.12 -0.04
C 3.45 -3.11 2.34 -0.30
C 3.89 -3.55 3.59 -0.04
C 3.60 -2.85 4.75 -0.07
C 2.85 -1.69 4.69 -0.09
C 2.41 -1.24 3.45 -0.17
C 2.70 -1.93 2.28 -0.36
Sb 1.94 -1.01 0.49 1.52
C 3.82 -0.78 -0.51 -0.33
C 4.08 -1.36 -1.75 -0.12
C 5.29 -1.15 -2.39 -0.07
C 6.25 -0.35 -1.80 -0.07
C 6.00 0.23 -0.57 -0.05
C 4.78 0.04 0.09 -0.30
C 4.58 0.69 1.43 -0.07
C 0.91 -2.63 -0.53 -0.33
C 0.84 -2.59 -1.92 -0.14
C 0.04 -3.48 -2.64 -0.07
C -0.70 -4.43 -1.96 -0.09
C -0.67 -4.46 -0.58 -0.07
C 0.12 -3.57 0.16 -0.33
C 0.04 -3.67 1.67 -0.05
H 4.38 -4.78 1.36 0.08
H 4.26 -3.34 0.35 0.07
H 2.83 -4.31 0.67 0.07
H 4.47 -4.47 3.65 0.11
H 3.95 -3.22 5.71 0.11
H 2.62 -1.14 5.59 0.10
H 1.83 -0.32 3.40 0.07
H 3.34 -1.99 -2.23 0.08
H 5.47 -1.61 -3.36 0.11
H 7.20 -0.18 -2.29 0.11
H 6.75 0.87 -0.11 0.11
H 5.16 1.62 1.50 0.09
H 4.92 0.03 2.24 0.09
H 3.54 0.92 1.63 0.01
H 1.35 -1.81 -2.47 0.07
H 0.00 -3.40 -3.72 0.11
H -1.30 -5.14 -2.51 0.10
H -1.25 -5.21 -0.04 0.10
H -0.76 -4.34 1.97 0.08
H -0.14 -2.70 2.13 0.07
H 0.97 -4.04 2.10 0.07
```

- DFT total energy (hartree) = -3150.3268
- E_LUMO (eV) = -2.967
- M (Da) = 984.9
- Kohn-Sham gap (eV) = 7.11
- ΔE to the lowest compared entry with this formula, charge and spin (kJ/mol) = 123.6
- net charge = +1
- HOMO energy (Ha) = -0.37035

C33H57CeN3O5Si | ωB97M-V/def2-TZVPD

XYZ file:
```
100
Properties=species:S:1:pos:R:3:lowdin_charge:R:1
O 0.36 1.31 -0.89 -0.35
O -3.55 -0.61 -2.59 -0.22
C -0.21 2.68 -1.08 -0.19
C 0.82 3.73 -1.47 -0.04
H -0.68 2.92 -0.11 0.12
H -1.00 2.57 -1.84 0.13
H 1.74 3.66 -0.88 0.07
H 0.36 4.71 -1.32 0.10
H 1.06 3.67 -2.54 0.09
C 1.09 0.83 -2.06 -0.20
C 0.28 0.83 -3.36 -0.04
H 1.40 -0.18 -1.80 0.10
H 2.00 1.43 -2.16 0.12
H -0.64 0.22 -3.31 0.08
H 0.94 0.41 -4.13 0.09
H 0.02 1.84 -3.71 0.08
C -3.88 -2.02 -2.63 -0.26
C -4.22 0.21 -3.56 -0.27
C -2.78 -2.84 -3.26 -0.07
H -4.83 -2.18 -3.17 0.13
H -4.02 -2.32 -1.58 0.10
H -2.59 -2.51 -4.28 0.07
H -3.10 -3.89 -3.30 0.08
H -1.85 -2.79 -2.68 0.06
C -3.94 -0.17 -5.00 -0.08
H -3.87 1.22 -3.35 0.11
H -5.31 0.17 -3.39 0.12
H -2.87 -0.28 -5.20 0.07
H -4.31 0.62 -5.66 0.08
H -4.45 -1.09 -5.28 0.08
H -3.26 0.02 -0.52 0.02
N 3.91 0.93 1.34 -0.02
C 4.44 -0.02 2.15 -0.20
C 3.66 -0.83 3.00 -0.03
C 2.59 -1.66 2.66 -0.28
C 5.91 -0.12 2.05 0.02
H 6.38 0.85 1.96 0.10
H 6.24 -0.69 1.17 0.08
H 6.31 -0.64 2.93 0.11
C 2.42 -2.88 3.54 0.00
H 2.12 -3.74 2.93 0.10
H 1.70 -2.70 4.36 0.09
H 3.40 -3.10 4.01 0.09
N 1.66 -1.38 1.70 -0.08
C 4.46 1.67 0.28 -0.12
C 4.25 3.05 0.27 -0.20
C 3.65 3.78 1.41 -0.01
C 4.61 3.76 -0.87 -0.04
H 4.48 4.84 -0.86 0.13
C 5.21 3.12 -1.94 -0.06
H 5.57 3.70 -2.77 0.11
C 5.30 1.73 -2.01 -0.03
H 5.73 1.20 -2.87 0.13
C 4.86 1.00 -0.89 -0.20
C 4.76 -0.50 -0.96 -0.03
C 0.49 -2.18 1.57 -0.27
C -0.63 -2.00 2.44 -0.23
C -0.62 -1.03 3.60 -0.04
C -1.76 -2.80 2.22 -0.04
H -2.61 -2.72 2.92 0.13
C -1.80 -3.68 1.14 -0.06
H -2.67 -4.30 0.99 0.11
C -0.74 -3.77 0.24 -0.02
H -0.80 -4.42 -0.64 0.12
C 0.42 -3.04 0.45 -0.20
C 1.54 -3.06 -0.55 -0.02
Ce 0.58 0.69 1.50 1.43
H 2.70 4.25 1.15 0.09
H 4.33 4.59 1.70 0.11
H 3.50 3.14 2.27 0.06
H 3.91 -0.90 -0.36 0.08
H 5.71 -0.96 -0.61 0.08
H 4.60 -0.81 -2.02 0.09
H -1.58 -1.13 4.11 0.10
H -0.58 0.08 3.40 0.03
H 0.16 -1.27 4.34 0.10
H 2.54 -3.02 -0.08 0.09
H 1.45 -2.20 -1.24 0.07
H 1.46 -3.97 -1.16 0.09
H 4.18 -1.07 3.94 0.13
C -3.51 -0.25 0.51 -0.16
Si -5.26 0.32 1.03 0.48
H -3.42 -1.34 0.58 0.01
H -2.76 0.17 1.19 0.00
C -5.53 2.05 0.32 -0.18
C -5.41 0.35 2.91 -0.19
C -6.62 -0.83 0.42 -0.18
H -7.61 -0.44 0.71 0.04
H -6.53 -1.83 0.86 0.03
H -6.62 -0.94 -0.68 0.02
H -4.91 2.78 0.84 0.03
H -6.58 2.36 0.42 0.04
H -5.27 2.08 -0.75 0.02
H -4.53 0.80 3.38 0.02
H -5.51 -0.67 3.30 0.03
H -6.29 0.92 3.22 0.04
O 3.45 2.15 4.78 -0.04
N 2.73 1.38 4.18 -0.24
O 1.60 1.83 3.65 -0.28
O 2.55 1.13 1.35 -0.35
```

- spin multiplicity = 2
- DFT total energy (hartree) = -2596.4072
- E_LUMO (spin up / spin down) (eV) = -2.644 / -2.630
- M (Da) = 744.0
- Kohn-Sham gap (spin up / spin down) (eV) = 7.00 / 7.01
- net charge = +1
- HOMO energy (spin up / spin down) (Ha) = -0.35422 / -0.35429